55
Properties=species:S:1:pos:R:3:forces:R:3:mulliken_spin:R:1 method="wB97M-V/def2-TZVPD" s_squared=0.791 homo_lumo_gap_ha="0.2857 / 0.2455" total_charge=0 e_lumo_ev="0.50 / -0.91" multiplicity=2
Tl 2.118 0.953 -1.367 0.31 0.15 0.16 0.01
C 0.117 -1.973 2.305 -0.15 -0.05 -0.12 0.00
C -0.992 -2.626 1.510 0.06 0.06 0.05 0.00
C -1.559 -3.819 1.953 0.03 -0.01 0.00 0.00
C -2.587 -4.435 1.252 -0.03 0.02 -0.02 0.00
C -3.073 -3.859 0.086 0.05 0.01 0.03 0.00
C -2.522 -2.669 -0.370 0.01 -0.03 0.05 0.00
C -1.487 -2.046 0.328 0.08 0.01 0.16 -0.01
P -0.727 -0.475 -0.247 -0.34 0.00 -0.27 0.04
C -1.182 -0.525 -2.029 -0.04 0.08 -0.01 -0.01
C -2.154 0.313 -2.575 0.02 -0.03 -0.04 0.01
C -2.399 0.331 -3.944 0.03 0.00 0.09 0.00
C -1.672 -0.501 -4.780 -0.03 0.00 -0.02 0.00
C -0.725 -1.362 -4.242 0.01 0.00 0.04 0.00
C -0.466 -1.395 -2.874 0.00 -0.01 0.00 0.01
C 0.530 -2.386 -2.328 -0.06 0.05 -0.05 0.00
C -1.835 0.793 0.502 0.04 -0.05 0.10 0.19
C -2.834 0.422 1.393 -0.01 0.07 -0.04 -0.11
C -3.509 1.360 2.174 0.03 -0.03 -0.02 0.20
C -3.135 2.700 2.126 -0.01 -0.03 0.03 -0.09
C -2.141 3.099 1.262 0.01 0.05 -0.03 0.20
C -1.510 2.184 0.383 0.08 -0.01 -0.08 -0.10
C -0.644 2.691 -0.600 -0.11 0.06 -0.02 0.57
H 0.364 -2.566 3.184 -0.02 -0.01 0.00 0.00
H -0.169 -0.972 2.642 0.01 -0.03 -0.01 0.00
H 1.022 -1.852 1.705 -0.01 0.00 0.01 0.00
H -1.183 -4.275 2.864 -0.03 0.05 -0.07 0.00
H -3.012 -5.363 1.620 0.04 0.07 -0.04 0.00
H -3.875 -4.334 -0.467 0.04 0.03 0.03 0.00
H -2.901 -2.217 -1.280 0.02 -0.03 0.05 0.00
H -2.732 0.954 -1.919 0.04 0.01 -0.03 0.00
H -3.153 0.994 -4.351 0.02 -0.02 0.02 0.00
H -1.846 -0.488 -5.851 0.02 -0.01 0.09 0.00
H -0.169 -2.023 -4.898 -0.02 0.02 0.04 0.00
H 1.097 -2.853 -3.133 -0.01 0.03 0.02 0.00
H 0.021 -3.174 -1.767 0.01 0.00 -0.01 0.00
H 1.237 -1.918 -1.638 -0.01 0.01 0.01 0.00
H -3.095 -0.623 1.494 -0.02 -0.03 0.00 0.01
H -4.309 1.038 2.830 0.07 0.00 -0.01 0.01
H -3.625 3.425 2.763 0.02 0.00 -0.01 0.00
H -1.843 4.140 1.213 -0.05 -0.05 -0.02 0.00
H -0.366 3.740 -0.595 -0.03 -0.13 0.02 0.00
H -0.383 2.117 -1.477 0.06 -0.06 0.06 0.06
O 3.838 2.591 -0.764 0.15 -0.11 0.08 0.00
N 4.550 2.513 0.346 -0.08 -0.01 -0.02 0.00
C 5.720 3.199 0.378 -0.11 0.01 -0.06 0.00
C 6.533 3.198 1.474 0.08 0.02 0.05 0.00
C 6.138 2.469 2.597 -0.06 -0.06 0.05 0.00
C 4.957 1.773 2.556 -0.06 0.01 -0.10 0.00
C 4.131 1.765 1.411 0.02 -0.01 -0.01 0.00
S 2.677 0.848 1.345 0.05 0.02 -0.05 0.00
H 5.935 3.732 -0.534 -0.05 0.00 -0.04 0.00
H 7.459 3.756 1.449 -0.06 -0.02 -0.01 0.00
H 6.760 2.445 3.484 -0.05 0.00 -0.03 0.00
H 4.612 1.190 3.398 0.04 0.01 0.00 0.00

---

63
Properties=species:S:1:pos:R:3:forces:R:3:lowdin_charge:R:1 method="wB97M-V/def2-TZVPD" homo_lumo_gap_ha="0.1761 / 0.1978" total_charge=-2 e_above_lowest_kj_mol=0.0 e_lumo_ev="4.33 / 4.33" multiplicity=1
K 0.684 -1.559 -1.840 -0.16 -0.01 -0.07 0.74
C -5.178 -2.341 -1.974 0.03 0.04 0.00 -0.15
C -4.103 -2.866 -1.267 0.00 0.02 -0.01 -0.12
C -2.961 -2.113 -1.048 0.01 -0.06 0.01 -0.04
C -2.829 -0.799 -1.533 0.19 0.10 -0.06 -0.32
C -3.927 -0.292 -2.262 -0.03 -0.02 -0.05 -0.06
C -5.068 -1.045 -2.472 -0.01 -0.04 0.00 -0.13
N -1.627 -0.138 -1.375 -0.30 0.10 0.22 0.01
C -1.619 1.159 -1.008 0.16 -0.10 0.10 -0.26
C -2.741 1.885 -0.513 -0.07 -0.03 -0.14 -0.06
C -2.689 3.232 -0.218 0.05 0.00 0.00 -0.15
C -1.498 3.946 -0.360 -0.12 0.09 0.02 -0.16
C -0.357 3.256 -0.729 0.12 -0.12 -0.05 -0.09
C -0.366 1.878 -0.990 -0.16 0.06 -0.01 -0.25
N 0.787 1.144 -1.245 0.02 -0.16 0.13 -0.04
N 1.891 1.877 -1.238 0.10 0.06 -0.07 0.00
C 3.003 1.209 -1.605 0.03 -0.06 -0.06 -0.37
C 4.230 1.935 -1.552 -0.04 0.02 0.04 -0.05
C 5.402 1.332 -1.906 0.07 0.01 -0.01 -0.13
C 5.391 -0.012 -2.319 -0.01 -0.02 0.00 -0.13
C 4.168 -0.648 -2.345 0.01 0.06 0.01 -0.19
N 3.001 -0.087 -2.020 0.05 0.00 0.13 0.03
H -6.071 -2.929 -2.148 0.00 -0.01 0.00 0.08
H -4.150 -3.879 -0.882 0.00 0.00 0.00 0.09
H -2.131 -2.533 -0.489 -0.01 0.01 0.01 0.10
H -3.852 0.703 -2.683 0.00 0.01 0.01 0.10
H -5.885 -0.620 -3.048 0.00 0.01 0.00 0.08
H -3.680 1.365 -0.380 0.01 -0.05 -0.01 0.09
H -3.589 3.730 0.132 0.01 0.02 0.00 0.08
H -1.458 5.013 -0.166 0.00 0.00 0.00 0.07
H 0.594 3.765 -0.807 0.00 -0.01 -0.01 0.09
H 4.186 2.963 -1.217 0.01 0.00 0.00 0.09
H 6.335 1.885 -1.862 -0.01 0.01 0.00 0.08
H 6.295 -0.536 -2.600 0.00 0.00 0.00 0.07
H 4.117 -1.691 -2.652 -0.02 -0.01 -0.01 0.10
O 0.955 -4.241 -2.290 0.02 -0.06 0.05 -0.25
N 0.039 -5.086 -2.427 -0.08 0.12 -0.05 -0.09
C 0.179 -6.248 -1.786 0.00 -0.29 0.08 -0.35
C -0.845 -7.230 -1.944 0.11 0.15 -0.06 -0.24
N -1.650 -8.047 -2.067 -0.02 -0.03 0.03 0.09
C 1.322 -6.583 -0.996 0.00 0.10 -0.07 -0.23
N 2.248 -6.875 -0.373 -0.02 -0.02 0.03 0.11
C -1.056 2.017 2.917 0.00 -0.03 -0.01 0.00
C -0.081 0.859 2.782 0.01 0.07 0.06 -0.47
C -0.343 -0.182 3.865 0.00 -0.01 -0.02 -0.02
O -0.330 0.212 1.522 -0.05 -0.06 -0.02 0.08
B 0.868 -0.063 0.912 -0.05 0.34 -0.04 -0.41
O 1.932 0.395 1.664 0.18 -0.17 -0.17 0.08
C 1.422 1.286 2.676 -0.07 0.01 0.06 -0.48
C 2.231 1.083 3.947 0.01 -0.03 -0.01 -0.02
C 1.620 2.703 2.160 0.01 -0.04 -0.02 -0.01
H -2.073 1.624 2.955 0.00 0.01 0.01 0.09
H -0.995 2.687 2.060 0.00 -0.02 0.01 0.07
H -0.862 2.581 3.835 -0.01 0.00 0.00 0.09
H -1.367 -0.540 3.751 0.00 0.00 0.01 0.09
H -0.223 0.234 4.868 0.00 0.00 0.01 0.08
H 0.326 -1.035 3.748 0.00 0.00 0.01 0.09
H 2.227 0.040 4.260 0.01 0.00 0.01 0.08
H 1.837 1.699 4.760 0.00 0.00 0.00 0.09
H 3.264 1.380 3.758 0.00 0.00 0.01 0.09
H 1.098 2.838 1.215 0.00 0.04 -0.02 0.06
H 2.685 2.852 1.973 -0.01 0.02 -0.01 0.09
H 1.272 3.451 2.876 0.00 -0.01 0.02 0.09

---

61
Properties=species:S:1:pos:R:3:forces:R:3:lowdin_charge:R:1 method="wB97M-V/def2-TZVPD" homo_lumo_gap_ha=0.2431 total_charge=0 e_lumo_ev=0.12 multiplicity=1
Ca 0.684 0.357 -0.593 0.69 -0.03 -0.21 1.35
C 0.960 1.644 2.343 0.07 0.00 0.09 -0.13
N 0.235 0.451 1.907 -0.12 -0.03 -0.05 -0.23
C -1.214 0.655 1.982 -0.03 -0.05 -0.02 -0.13
C -1.992 -0.396 1.218 0.04 0.04 0.02 -0.26
C -3.165 -0.937 1.716 0.00 -0.01 -0.01 -0.01
C -3.858 -1.855 0.941 0.00 0.01 0.01 -0.05
C -3.355 -2.207 -0.299 0.01 0.00 -0.01 -0.04
C -2.170 -1.621 -0.718 -0.01 -0.02 0.00 -0.10
N -1.508 -0.736 0.021 0.02 0.06 -0.02 0.05
C 0.676 -0.760 2.608 -0.01 -0.02 -0.02 -0.11
C 0.630 -2.008 1.752 0.01 0.07 0.04 -0.28
C 0.087 -3.184 2.236 0.01 -0.03 -0.03 -0.02
C 0.111 -4.313 1.427 0.00 0.01 0.01 -0.05
C 0.681 -4.223 0.172 0.00 -0.01 -0.01 -0.04
C 1.199 -3.001 -0.240 0.02 -0.01 -0.04 -0.12
N 1.172 -1.914 0.532 -0.07 -0.02 0.05 0.05
C 2.427 1.557 1.987 -0.05 0.00 -0.01 -0.28
C 3.410 1.906 2.899 0.02 0.01 0.00 -0.02
C 4.741 1.782 2.531 -0.01 0.00 -0.01 -0.05
C 5.043 1.293 1.272 0.00 0.00 0.00 -0.04
C 3.998 0.967 0.422 0.00 -0.02 -0.02 -0.10
N 2.718 1.107 0.761 -0.09 0.04 0.15 0.05
H 0.878 1.805 3.428 -0.11 0.05 -0.02 0.13
H 0.509 2.500 1.833 0.04 0.03 0.01 0.13
H -1.431 1.621 1.516 -0.01 0.00 0.00 0.12
H -1.559 0.683 3.025 -0.01 0.01 -0.01 0.13
H -3.528 -0.643 2.693 0.00 0.00 0.00 0.11
H -4.779 -2.292 1.305 0.00 0.00 0.00 0.11
H -3.862 -2.919 -0.934 0.00 0.00 0.00 0.11
H -1.726 -1.866 -1.678 -0.01 0.00 0.00 0.12
H 0.091 -0.915 3.524 0.01 0.01 0.00 0.13
H 1.715 -0.613 2.911 0.00 -0.02 0.00 0.13
H -0.355 -3.213 3.224 0.00 0.00 0.00 0.11
H -0.314 -5.246 1.777 0.00 0.00 0.00 0.11
H 0.727 -5.073 -0.494 0.00 0.00 0.00 0.11
H 1.655 -2.890 -1.222 0.00 0.00 0.01 0.02
H 3.133 2.259 3.883 0.00 0.00 0.00 0.11
H 5.529 2.046 3.225 0.00 0.00 0.00 0.11
H 6.065 1.156 0.949 0.00 0.00 0.00 0.11
H 4.175 0.564 -0.565 0.04 0.00 -0.01 0.09
N 2.691 0.398 -2.606 -0.06 0.05 0.05 -0.01
C 2.161 -0.863 -2.980 0.01 -0.10 -0.02 -1.04
S 3.256 -2.160 -3.046 0.02 -0.01 -0.01 0.46
N 0.863 -0.972 -3.178 -0.06 0.14 -0.06 -0.04
N 0.224 0.237 -2.876 -0.14 -0.08 0.22 -0.19
C -0.930 0.468 -3.361 -0.22 0.09 0.00 -0.12
C -1.791 1.562 -2.906 0.08 -0.07 -0.06 -0.15
C -2.927 1.813 -3.684 -0.03 0.01 -0.01 -0.07
C -3.842 2.797 -3.373 0.01 0.00 0.01 -0.12
C -3.620 3.562 -2.227 -0.01 0.00 -0.01 -0.11
C -2.522 3.333 -1.428 0.03 0.02 -0.02 -0.04
C -1.564 2.332 -1.717 -0.08 -0.02 0.00 -0.39
O -0.575 2.141 -0.893 0.02 -0.09 0.02 -0.28
H 3.690 0.395 -2.749 0.00 -0.01 0.01 0.05
H 2.235 1.182 -3.057 0.01 -0.01 -0.02 0.08
H -1.323 -0.195 -4.138 -0.02 0.01 0.00 0.12
H -3.079 1.203 -4.569 0.00 0.00 0.00 0.10
H -4.706 2.968 -3.999 0.00 0.00 0.00 0.09
H -4.321 4.343 -1.955 0.00 0.00 0.00 0.10
H -2.350 3.927 -0.538 0.00 0.00 0.00 0.10

---

65
Properties=species:S:1:pos:R:3:forces:R:3:mulliken_spin:R:1 method="wB97M-V/def2-TZVPD" s_squared=0.768 homo_lumo_gap_ha="0.2297 / 0.2348" total_charge=+1 e_above_lowest_kj_mol=285.9 e_lumo_ev="-4.21 / -3.94" multiplicity=2
Mo -0.145 -0.889 1.074 0.51 -1.03 -1.38 1.07
C 1.321 1.832 -2.055 -0.02 -0.10 0.00 0.00
N 1.527 0.424 -2.377 0.02 0.03 0.15 0.00
C 0.621 -0.181 -3.338 -0.10 -0.01 0.12 -0.01
C -0.808 0.332 -3.270 0.12 -0.07 0.11 0.00
N -1.494 0.241 -1.953 -0.14 0.01 -0.20 0.01
C -2.236 1.489 -1.734 0.05 -0.03 0.05 0.00
C -2.338 -0.927 -1.885 0.18 -0.15 0.12 -0.01
C -3.661 -0.878 -2.317 0.00 0.01 0.03 0.00
C -4.489 -1.987 -2.243 -0.06 0.01 0.04 0.00
C -3.998 -3.185 -1.747 -0.02 -0.03 0.00 0.00
C -2.679 -3.262 -1.332 0.05 0.03 0.05 0.02
C -1.844 -2.145 -1.380 -0.19 0.20 -0.28 0.00
S -0.186 -2.341 -0.783 -0.15 0.58 0.95 -0.09
C 2.798 -0.108 -2.290 0.13 -0.04 0.05 0.00
C 3.312 -0.962 -3.276 -0.10 0.04 -0.11 0.00
C 4.621 -1.402 -3.231 -0.01 0.01 0.06 0.00
C 5.485 -1.006 -2.215 0.11 0.02 -0.03 0.00
C 4.982 -0.252 -1.179 0.01 -0.12 -0.07 0.00
C 3.642 0.148 -1.178 -0.17 0.28 0.19 0.01
S 2.985 0.702 0.344 0.10 -0.25 -0.35 -0.01
H 0.879 2.351 -2.908 0.05 0.03 0.01 0.00
H 2.273 2.312 -1.840 0.05 -0.01 -0.01 0.00
H 0.673 1.964 -1.186 -0.01 0.02 -0.03 0.00
H 0.624 -1.254 -3.151 0.03 -0.07 -0.11 0.00
H 0.962 -0.014 -4.371 -0.06 -0.01 -0.01 0.00
H -1.369 -0.237 -4.019 -0.07 0.06 -0.03 0.00
H -0.837 1.373 -3.590 -0.01 -0.01 0.02 0.00
H -2.782 1.821 -2.624 -0.03 0.03 0.02 0.00
H -1.535 2.279 -1.458 -0.01 0.00 -0.04 0.00
H -2.958 1.371 -0.930 -0.01 -0.07 0.17 0.00
H -4.058 0.044 -2.723 0.01 -0.01 0.01 0.00
H -5.517 -1.911 -2.574 0.01 -0.02 -0.02 0.00
H -4.636 -4.056 -1.687 0.01 -0.01 0.00 0.00
H -2.281 -4.186 -0.933 -0.02 -0.04 -0.02 0.00
H 2.697 -1.251 -4.115 0.03 -0.01 0.03 0.00
H 4.976 -2.057 -4.016 0.03 0.05 -0.03 0.00
H 6.524 -1.305 -2.227 -0.02 -0.05 0.04 0.00
H 5.603 0.013 -0.334 -0.02 -0.04 0.03 0.00
N -0.925 2.485 3.377 -0.32 -0.18 -0.19 0.00
C 0.390 2.470 3.816 0.47 -0.24 -0.04 0.00
C 1.078 3.310 4.679 -0.16 0.10 0.02 0.00
C 2.368 2.946 5.002 -0.01 0.08 0.00 0.00
C 2.948 1.784 4.479 -0.01 -0.04 -0.05 0.00
C 2.268 0.964 3.602 0.03 0.00 -0.06 -0.01
C 0.972 1.330 3.246 -0.04 0.35 0.19 0.01
N 0.012 0.705 2.443 -0.11 0.62 0.43 -0.02
C -1.116 1.405 2.608 0.59 0.06 0.25 -0.01
C -2.343 0.811 2.147 -0.68 0.00 -0.24 0.01
C -3.637 1.119 2.415 0.11 0.04 -0.01 0.00
S -4.665 -0.115 1.830 0.21 0.03 -0.10 0.00
C -3.308 -0.970 1.253 -0.13 0.04 -0.04 0.03
N -2.159 -0.381 1.458 -1.05 0.24 0.19 0.00
H -1.629 3.152 3.649 -0.04 -0.03 0.01 0.00
H 0.613 4.196 5.092 0.03 -0.01 0.04 0.00
H 2.938 3.561 5.684 -0.01 0.01 0.00 0.00
H 3.951 1.517 4.780 0.00 -0.01 0.00 0.00
H 2.724 0.058 3.237 -0.01 -0.05 -0.02 0.00
H -4.029 1.980 2.932 0.01 -0.03 0.04 0.00
H -3.414 -1.938 0.789 0.07 0.01 -0.13 0.00
Cl -2.362 -3.489 3.000 -0.09 -0.14 0.02 0.00
Ge -0.380 -2.602 2.888 0.09 -0.21 -0.15 -0.02
Cl 0.970 -4.266 2.814 0.06 -0.12 0.04 0.00
Cl -0.124 -1.743 4.857 0.02 0.10 0.15 0.00
Cl 2.207 -1.194 0.975 0.67 0.11 0.16 0.02

---

Number 1: F_max 0.43 eV/Å. Number 2: F_max 0.39 eV/Å. Number 3: F_max 0.72 eV/Å. Number 4: F_max 1.80 eV/Å.